Molecular formula: C6H13N2O2
Method: DFT, ωB97M-V with the def2-TZVPD basis set

```
23
Properties=species:S:1:pos:R:3:mulliken_charge:R:1
C 1.57 0.43 0.03 0.195
C -0.67 -0.51 0.06 -0.458
C -5.73 -0.09 -0.03 -1.065
C 3.65 1.60 0.05 -0.931
C 3.60 -0.86 -0.03 -1.074
C -4.27 -0.04 0.18 0.429
N 2.86 0.39 0.02 0.068
N 0.74 -0.61 0.00 0.100
O -1.01 0.74 0.09 -0.293
O -3.58 0.94 0.01 -0.618
H 1.08 1.40 0.06 0.349
H -5.96 -0.87 -0.75 0.317
H -6.22 -0.37 0.91 0.317
H -6.12 0.87 -0.37 0.292
H 3.02 2.48 -0.02 0.328
H 4.22 1.65 0.98 0.366
H 4.36 1.61 -0.78 0.369
H 3.52 -1.30 -1.03 0.363
H 4.65 -0.66 0.19 0.390
H 3.22 -1.56 0.71 0.414
H -3.82 -0.99 0.51 0.313
H 1.10 -1.56 -0.05 0.252
H -2.02 0.86 0.10 0.577
```

Results
Max |F|, eV/A: 0.951
Multiplicity: 1
Frontier orbital gap, eV: 9.01
Relative energy (zero: lowest compared OMol25 entry of this formula, charge and spin), kJ/mol: 230.1
Charge: +1
E_LUMO, eV: -3.74

***

Molecular formula: C19H24N4O3
Method: DFT, ωB97M-V with the def2-TZVPD basis set

```
50
Properties=species:S:1:pos:R:3:mulliken_charge:R:1
H 6.24 -2.41 1.75 0.251
N 6.40 -2.89 0.88 -0.815
C 5.59 -2.46 0.03 0.391
N 5.46 -2.83 -1.29 -0.069
C 4.46 -2.11 -1.88 -0.336
C 4.00 -1.32 -0.91 0.339
C 2.93 -0.34 -1.04 0.352
O 2.57 0.04 -2.15 -0.699
N 2.36 0.16 0.09 0.176
C 2.29 -0.56 1.37 -0.604
C 0.90 -0.18 1.91 0.240
C -0.19 -1.19 1.48 -1.789
C 0.73 1.27 1.41 -0.126
N -0.68 1.65 1.38 0.216
C -1.13 2.90 1.32 0.578
O -0.40 3.88 1.30 -0.677
C -2.65 3.06 1.23 -0.746
C -3.17 2.91 -0.22 -1.157
C -3.51 1.47 -0.57 0.402
C -4.73 0.91 -0.17 -0.538
C -5.01 -0.43 -0.45 -0.621
C -4.07 -1.21 -1.13 -0.725
C -2.85 -0.66 -1.53 0.717
C -1.82 -1.51 -2.25 -1.500
C -2.58 0.68 -1.25 0.067
C 1.35 1.22 0.01 -0.796
O 4.66 -1.49 0.26 -0.353
H 6.02 -3.50 -1.79 0.170
H 4.20 -2.22 -2.92 0.479
H 2.37 -1.65 1.31 0.430
H 3.01 -0.14 2.08 0.240
H 0.93 -0.16 3.00 0.411
H -0.30 -1.22 0.39 0.287
H 0.06 -2.20 1.81 0.450
H -1.16 -0.95 1.90 0.510
H 1.33 1.92 2.05 0.224
H -1.36 0.91 1.35 -0.103
H -2.89 4.05 1.60 0.377
H -3.14 2.36 1.91 0.459
H -2.47 3.32 -0.96 0.435
H -4.07 3.51 -0.35 0.490
H -5.46 1.50 0.36 0.438
H -5.95 -0.86 -0.15 0.409
H -4.29 -2.25 -1.34 0.445
H -0.81 -1.10 -2.14 0.162
H -1.80 -2.52 -1.84 0.371
H -2.06 -1.58 -3.31 0.426
H -1.63 1.11 -1.55 0.199
H 0.57 0.92 -0.70 0.113
H 1.73 2.20 -0.30 0.403
```

Results
Max |F|, eV/A: 2.263
Multiplicity: 1
Frontier orbital gap, eV: 8.81
Relative energy (zero: lowest compared OMol25 entry of this formula, charge and spin), kJ/mol: 189.3
SMILES: [H]/N=c1/[nH]cc(C(=O)N2C[C@H](C)[C@H](NC(=O)CCc3cccc(C)c3)C2)o1
E_LUMO, eV: 0.54

***

Molecular formula: C25H35BeClF3I2KLiNaO9PS
Method: DFT, ωB97M-V with the def2-TZVPD basis set

```
81
Properties=species:S:1:pos:R:3:mulliken_charge:R:1
C 2.16 1.05 1.19 -1.205
C 2.60 2.39 0.63 -0.002
F 2.25 2.56 -0.69 -0.236
C 1.99 3.48 1.53 -1.208
P 0.09 3.24 1.82 1.517
Cl 0.27 4.28 3.80 -0.458
C -1.84 2.87 2.06 -1.038
I -2.70 4.30 3.44 0.068
C -2.60 2.88 0.76 0.288
C -4.12 2.90 0.93 -2.113
I -2.16 1.08 -0.41 0.178
H 1.09 0.96 1.18 0.563
H 2.50 1.02 2.22 0.495
H 2.56 0.20 0.65 0.054
H 3.69 2.45 0.68 0.336
H 2.08 4.42 1.00 0.420
H 2.55 3.52 2.46 0.480
H 0.38 1.98 2.51 -0.626
H 0.03 2.56 0.55 -0.464
H -0.22 4.50 1.19 0.013
H -1.92 1.89 2.52 0.406
H -2.31 3.74 0.16 0.384
H -4.37 2.00 1.51 0.289
H -4.55 2.86 -0.08 0.569
H -4.47 3.80 1.40 0.528
Li -4.65 0.91 0.33 0.776
Be 0.44 0.26 3.41 0.174
C 2.91 -1.36 7.04 -0.913
C 3.61 -1.94 8.04 0.762
C 4.20 -3.42 7.79 0.422
O 4.90 -3.94 8.63 -0.663
C 3.83 -4.02 6.57 -0.753
C 3.09 -3.43 5.52 0.516
C 2.64 -1.99 5.77 0.294
O 2.04 -1.42 4.87 -0.394
O 2.77 -3.89 4.43 -0.651
O 3.88 -1.43 9.19 -0.244
H 2.52 -0.36 7.17 0.433
H 4.19 -5.04 6.47 0.435
C 1.03 3.66 -6.25 -0.587
C -0.05 3.16 -5.58 -0.174
C 0.08 2.53 -4.30 -0.086
O -0.92 2.06 -3.67 -0.687
C 1.40 2.46 -3.77 -0.436
C 2.50 2.96 -4.44 -0.887
C 2.35 3.59 -5.73 0.944
O 3.35 4.09 -6.41 -1.110
H 0.93 4.14 -7.22 0.346
H -1.05 3.22 -5.99 0.401
H 1.50 1.99 -2.80 0.394
H 3.49 2.90 -4.02 0.650
C -2.22 -0.87 -6.49 -0.747
C -3.64 -0.36 -6.75 -0.610
C -4.57 -1.03 -5.73 -0.681
S -3.54 -1.38 -4.29 1.060
O -3.46 -2.81 -4.12 -0.675
O -3.93 -0.52 -3.20 -0.595
C -2.01 -0.78 -4.98 -0.332
H -1.47 -0.29 -7.02 0.374
H -2.13 -1.91 -6.81 0.346
H -3.66 0.72 -6.61 0.288
H -3.96 -0.57 -7.77 0.344
H -5.38 -0.38 -5.43 0.355
H -4.96 -1.98 -6.09 0.343
H -1.19 -1.38 -4.61 0.476
H -1.88 0.26 -4.65 0.076
Na 1.97 -1.43 1.41 0.777
F 3.97 0.13 9.19 -0.250
C 0.53 -4.48 2.30 -0.641
C -0.99 -4.40 2.03 0.743
C -1.43 -5.70 1.25 -1.131
O -1.28 -3.41 1.22 -0.532
H 1.10 -4.58 1.37 0.250
H 0.87 -3.59 2.83 -0.252
H 0.75 -5.36 2.91 0.426
H -1.50 -4.43 3.01 0.174
H -0.91 -5.81 0.30 0.351
H -2.50 -5.70 1.05 0.333
H -1.17 -6.60 1.90 0.344
K 4.63 2.97 -5.47 0.928
F 0.02 -7.63 2.66 -0.741
```

Results
Max |F|, eV/A: 8.542
Multiplicity: 1
Frontier orbital gap, eV: 1.45
Relative energy (zero: lowest compared OMol25 entry of this formula, charge and spin), kJ/mol: 0.0
Charge: -1
E_LUMO, eV: -2.11

***

Molecular formula: C19H42IrNO2P3Se
Method: DFT, ωB97M-V with the def2-TZVPD basis set

```
69
Properties=species:S:1:pos:R:3:mulliken_spin:R:1
Ir -0.17 -0.04 -0.03 0.873
P 0.38 0.53 2.07 0.149
P 1.12 -2.04 0.06 0.190
P -1.79 1.67 -0.31 0.148
H -4.25 -4.82 -5.10 0.001
C -4.39 -3.89 -5.66 0.007
C -3.33 -3.05 -5.80 0.005
H -2.29 -3.36 -5.53 0.000
C -0.67 -0.23 3.39 0.019
C 2.11 0.13 2.51 0.006
C 0.31 2.33 2.45 0.000
C 0.54 -3.07 -1.31 0.028
C 2.90 -1.77 -0.31 -0.015
C 0.96 -3.09 1.54 0.003
C -2.69 1.36 -1.88 0.021
C -1.06 3.36 -0.52 -0.010
C -3.06 1.71 1.02 0.016
H -5.40 -3.79 -6.12 0.000
H -3.41 -2.03 -6.18 0.000
H -0.27 0.11 4.36 -0.002
H -0.63 -1.33 3.36 -0.002
H -1.71 0.10 3.31 -0.004
H 2.30 0.52 3.52 0.003
H 2.80 0.63 1.81 -0.001
H 2.32 -0.95 2.50 0.002
H 0.66 2.46 3.48 0.003
H -0.70 2.74 2.35 0.004
H 1.00 2.87 1.78 -0.001
H 1.03 -4.04 -1.28 0.001
H 0.81 -2.57 -2.24 0.011
H -0.53 -3.22 -1.29 -0.007
H 3.50 -2.68 -0.16 -0.001
H 3.32 -0.97 0.32 0.001
H 3.01 -1.47 -1.37 0.002
H 1.59 -3.98 1.41 -0.001
H -0.08 -3.43 1.66 -0.002
H 1.26 -2.61 2.47 0.002
H -3.30 2.24 -2.13 0.002
H -3.33 0.47 -1.77 0.002
H -1.93 1.18 -2.67 0.007
H -1.87 4.10 -0.54 -0.001
H -0.53 3.37 -1.49 0.001
H -0.36 3.58 0.30 0.003
H -3.77 2.53 0.82 0.000
H -2.62 1.86 2.01 0.000
H -3.60 0.75 1.02 -0.002
C -3.38 -2.32 -0.40 0.025
C -3.13 -2.40 -1.78 0.254
C -4.12 -2.97 -2.57 0.191
C -5.31 -3.45 -2.02 0.030
C -5.54 -3.39 -0.63 0.251
C -4.56 -2.82 0.18 0.295
Se -2.04 -1.60 0.82 0.787
H -1.43 -1.14 -0.66 0.444
H -2.21 -2.04 -2.26 0.016
H -3.94 -3.05 -3.63 0.076
H -6.05 -3.86 -2.71 0.008
H -6.46 -3.76 -0.17 -0.002
H -4.70 -2.75 1.26 0.004
N 3.20 2.77 -1.59 0.003
C 2.46 1.95 -2.65 0.003
C 1.51 1.02 -1.96 -0.039
O 0.87 0.11 -2.54 0.082
O 1.44 1.24 -0.69 0.109
H 2.56 3.32 -0.99 0.000
H 3.82 3.45 -2.07 0.000
H 3.77 2.18 -0.95 0.001
H 1.87 2.62 -3.29 0.001
H 3.21 1.43 -3.26 0.001
```

Results
Max |F|, eV/A: 2.748
Multiplicity: 5
Frontier orbital gap (spin up / spin down), eV: 5.47 / 3.58
Charge: +3
E_LUMO (spin up / spin down), eV: -8.39 / -12.86

***

Molecular formula: C39H28Cl5N3O2PPt
Method: DFT, ωB97M-V with the def2-TZVPD basis set

```
79
Properties=species:S:1:pos:R:3:mulliken_charge:R:1
Pt 0.07 0.39 0.28 2.435
O -3.84 1.93 -0.75 -0.625
C -2.84 1.30 -0.46 -0.269
N -1.57 1.42 -0.91 -0.207
C -1.19 2.32 -1.85 0.090
O -1.62 3.42 -2.10 -0.645
C -0.11 1.69 -2.68 0.638
C 0.06 2.13 -3.98 -1.155
C 0.96 1.48 -4.80 -0.487
C 1.66 0.41 -4.28 -1.075
C 1.45 0.04 -2.96 -0.098
N 0.58 0.66 -2.15 -0.063
C -2.95 0.06 0.39 0.601
C -4.17 -0.34 0.90 -0.798
C -4.25 -1.53 1.59 -0.479
C -3.11 -2.31 1.72 -1.060
C -1.92 -1.85 1.18 0.063
N -1.83 -0.68 0.54 0.101
H -0.53 2.98 -4.31 0.555
H 1.11 1.80 -5.83 0.484
H 2.37 -0.15 -4.88 0.482
H 1.99 -0.79 -2.56 0.467
H -5.02 0.31 0.73 0.555
H -5.19 -1.86 2.02 0.468
H -3.12 -3.26 2.23 0.463
H -1.02 -2.43 1.27 0.574
C 1.31 4.02 -0.94 -0.836
C 2.71 3.86 -0.47 0.526
C 3.61 4.91 -0.70 -0.562
C 4.91 4.88 -0.25 -0.867
C 5.35 3.77 0.47 -0.819
C 4.49 2.72 0.71 -1.243
C 3.17 2.74 0.22 1.107
P 2.28 1.20 0.64 2.990
C 2.75 0.97 2.39 0.812
C 3.24 -0.27 2.79 -1.740
C 3.58 -0.50 4.11 -0.687
C 3.42 0.50 5.05 -0.964
C 2.95 1.75 4.65 -0.556
C 2.62 2.02 3.32 1.277
C 2.24 3.43 2.97 -1.995
C 3.17 -0.11 -0.26 0.671
C 4.39 0.02 -0.90 -1.102
C 4.93 -1.07 -1.57 -0.850
C 4.25 -2.28 -1.59 -0.831
C 3.01 -2.40 -0.96 -0.503
C 2.47 -1.31 -0.31 -0.800
C 1.15 -1.38 0.39 -1.592
H 0.88 4.95 -0.57 0.617
H 0.68 3.21 -0.58 -1.429
H 1.24 4.05 -2.03 0.576
H 3.25 5.78 -1.24 0.493
H 5.57 5.71 -0.44 0.426
H 6.36 3.73 0.85 0.482
H 4.85 1.88 1.29 0.638
H 3.37 -1.06 2.07 0.264
H 3.96 -1.47 4.41 0.503
H 3.66 0.33 6.09 0.421
H 2.85 2.54 5.38 0.540
H 1.64 3.87 3.76 0.567
H 1.68 3.51 2.04 0.070
H 3.14 4.04 2.85 0.412
H 4.92 0.96 -0.91 0.573
H 5.88 -0.98 -2.08 0.459
H 4.67 -3.13 -2.10 0.436
H 2.47 -3.34 -1.00 0.530
H 1.33 -1.58 1.43 0.482
H 0.49 -2.13 -0.03 1.131
Cl 0.34 -1.84 3.36 -0.115
C -0.13 -0.17 3.43 1.216
C -0.24 0.69 2.32 -1.605
C -0.71 1.98 2.62 1.353
Cl -0.92 3.18 1.39 -0.062
C -0.98 2.42 3.91 -0.169
Cl -1.51 4.03 4.20 -0.120
C -0.80 1.57 4.99 0.387
Cl -1.09 2.11 6.59 -0.170
C -0.38 0.27 4.74 -0.198
Cl -0.15 -0.78 6.08 -0.160
```

Results
Max |F|, eV/A: 0.855
Multiplicity: 1
Frontier orbital gap, eV: 7.92
Relative energy (zero: lowest compared OMol25 entry of this formula, charge and spin), kJ/mol: 0.0
Charge: +1
E_LUMO, eV: -3.64

***

max |F| of number 1 (C6H13N2O2)? 0.951 eV/A

***

What is the formula in the second record? C19H24N4O3